(1)
The following is a quantum chemistry calculation of a structure of composition C5H11F6N6O7RhS, from OMol25.

```
! RIJCOSX wB97M-V def2-TZVPD def2/J DEFGRID3
* xyz 0 1
O 1.71562 1.30404 -4.38361
N -3.10019 2.27355 0.46246
O 1.88811 0.37166 -2.11609
H -1.05371 -1.76017 -2.57123
C 1.16507 -2.86256 1.82765
H 0.96293 2.50936 -0.76020
N 0.38269 1.89924 -0.16135
H -3.04012 3.16636 0.92215
N -0.87804 2.55464 0.03109
C 0.01784 -0.74801 2.42804
F -0.14226 0.59244 2.24160
H -3.92686 1.70140 0.54698
H 0.35318 -2.25504 -1.86538
Rh 0.12140 0.14583 -1.19156
H -0.99471 3.30542 -0.64139
F -1.20034 -1.28374 2.26754
H 1.54305 -2.98105 2.84133
H 0.40682 -1.35642 -3.26885
N -1.78405 0.46518 -0.36443
O 0.52225 -1.33310 0.15551
H 0.82380 1.80309 0.74745
S 1.40831 1.54458 -3.01138
C 1.01171 -1.38992 1.42558
C -1.97633 1.70529 0.05965
O 1.83772 2.80232 -2.43159
C 2.40807 -0.73199 1.54148
H 0.19170 -3.34071 1.74005
N -0.08884 -1.50631 -2.39453
F 3.25688 -1.30922 0.69257
F 0.36083 -0.90662 3.70991
F 2.39686 0.58941 1.24415
O -0.12139 1.39127 -2.74929
N -2.81071 -0.47304 -0.29986
H 1.84900 -3.33361 1.12567
O -3.87174 -0.18330 0.23038
F 2.92589 -0.83582 2.77642
O -2.56040 -1.53442 -0.80689
*
```

The largest force on an atom is 0.503 eV Å⁻¹. The value obtained for the lowest unoccupied orbital energy is -1.0390 eV. The calculation puts the relative energy (zero: lowest compared OMol25 entry of this formula, charge and spin) at 0.126 eV. The HOMO energy comes out at -9.6 eV. The calculation puts the total energy at -2160.2770 Eh. The calculation puts the frontier orbital gap at 0.316 Ha.

Atomic partial charges in e from the Löwdin method, atoms 1 to 5: atom 1 (O): -0.272, atom 2 (N): 0.230, atom 3 (O): -0.424, atom 4 (H): 0.066, atom 5 (C): 0.024

=====

(2)
The following is a quantum chemistry calculation of an isolated molecule of C5H11FN2 in a non-equilibrium geometry, from OMol25.

```
! RIJCOSX wB97M-V def2-TZVPD def2/J DEFGRID3
* xyz 0 1
C 2.55322 -0.48312 -0.44034
C -0.43690 -0.81818 0.47122
C -1.73751 0.01792 0.36547
N -2.63278 -0.46376 -0.67244
H 1.58828 0.62318 1.14917
F 3.81877 -0.08699 -0.01159
C -0.86820 1.14626 -0.07411
H -1.17050 1.70244 -0.97144
H 2.31066 -1.47122 -0.03755
H -0.05294 -0.91032 1.49557
C 1.58894 0.58650 0.03731
N 0.24793 0.21061 -0.35088
H 1.89882 1.54085 -0.41618
H -3.12637 -1.29503 -0.31008
H -2.18965 0.02884 1.37479
H -0.42365 -1.80414 -0.03018
H -3.38016 0.21546 -0.75808
H -0.58696 1.87039 0.70621
H 2.59899 -0.60970 -1.52686
*
```

The largest force on an atom is 2.337 eV Å⁻¹. The value obtained for the lowest unoccupied orbital energy is 0.9841 eV. The calculation puts the relative energy (zero: lowest compared OMol25 entry of this formula, charge and spin) at 1.339 eV. The HOMO energy comes out at -8.6 eV. The calculation puts the total energy at -406.4341 Eh. The calculation puts the frontier orbital gap at 0.354 Ha.

Atomic partial charges in e from the Löwdin method, atoms 1 to 5: atom 1 (C): -0.195, atom 2 (C): -0.136, atom 3 (C): -0.382, atom 4 (N): 0.038, atom 5 (H): 0.125

=====

(3)
The following is a quantum chemistry calculation of an isolated molecule of C5H11FN2 in a non-equilibrium geometry, from OMol25.

```
! RIJCOSX wB97M-V def2-TZVPD def2/J DEFGRID3
* xyz 0 1
H 0.38240 1.87618 -2.65900
H 1.32573 -0.63136 -1.05053
H 1.24254 -2.11953 0.78525
C -0.18334 0.94092 0.64725
F -2.40867 -0.84230 0.11666
H 0.43496 2.98083 -1.24249
N -0.22398 1.01515 -0.88928
H -1.47240 -1.19700 1.93424
C -1.33435 -1.34165 0.88235
H -1.26827 -2.43666 0.76962
H 0.65448 -1.31059 2.24932
C 0.20117 -0.40384 -0.99795
H -0.43305 -1.08262 -1.62341
H 1.73930 1.66983 -1.32454
H 0.75060 1.34613 1.07801
C -0.06742 -0.63901 0.47559
N 0.99269 -1.16540 1.27742
C 0.66079 1.97276 -1.60779
H -0.99320 1.36817 1.17929
*
```

The largest force on an atom is 3.216 eV Å⁻¹. The value obtained for the lowest unoccupied orbital energy is 0.9124 eV. The calculation puts the relative energy (zero: lowest compared OMol25 entry of this formula, charge and spin) at 1.899 eV. The HOMO energy comes out at -8.6 eV. The calculation puts the total energy at -406.4135 Eh. The calculation puts the frontier orbital gap at 0.348 Ha.

Atomic partial charges in e from the Löwdin method, atoms 1 to 5: atom 1 (H): 0.075, atom 2 (H): 0.134, atom 3 (H): 0.135, atom 4 (C): -0.058, atom 5 (F): -0.046

=====

(4)
The following is a quantum chemistry calculation of an isolated molecule of C5H11FN2 in a non-equilibrium geometry, from OMol25.

```
! RIJCOSX wB97M-V def2-TZVPD def2/J DEFGRID3
* xyz 0 1
H 0.59583 1.52394 2.15533
H -2.14910 -1.11802 -0.15676
H 0.53718 -1.57646 -1.56574
C 0.77139 1.65322 1.05328
C 0.07968 -0.55304 -1.33021
C 0.97488 -0.68008 0.83530
H -1.45273 1.21020 1.08427
N -1.40441 -1.16571 0.53158
H 0.66739 -0.82838 1.91276
N 1.72494 0.57057 0.63534
H -0.89753 1.52274 -0.63515
H -1.14827 -2.20788 0.58167
H 1.61679 -1.57178 0.54996
H 2.59601 0.58161 1.13045
F -1.16245 -0.41300 -2.07035
C -0.27106 -0.31764 0.10539
H 0.78540 0.32211 -1.60484
C -0.55195 1.11628 0.37787
H 1.04972 2.71241 0.76295
*
```

The largest force on an atom is 3.535 eV Å⁻¹. The value obtained for the lowest unoccupied orbital energy is 0.9796 eV. The calculation puts the relative energy (zero: lowest compared OMol25 entry of this formula, charge and spin) at 0.948 eV. The HOMO energy comes out at -9.1 eV. The calculation puts the total energy at -406.4485 Eh. The calculation puts the frontier orbital gap at 0.371 Ha.

Atomic partial charges in e from the Löwdin method, atoms 1 to 5: atom 1 (H): 0.111, atom 2 (H): 0.067, atom 3 (H): 0.143, atom 4 (C): -0.158, atom 5 (C): -0.121

=====

(5)
The following is a quantum chemistry calculation of a cluster of 2 separate species, C5H11FO in total in a non-equilibrium geometry, from OMol25.

```
! RIJCOSX wB97M-V def2-TZVPD def2/J DEFGRID3
* xyz 0 3
H 0.78970 -0.02442 -0.95282
H -2.36103 0.94468 0.13549
H -0.24809 -1.90781 1.41510
C -0.36655 -2.26158 0.31066
C 0.88302 -1.90059 -0.21579
H 0.89973 3.18339 0.37355
F -0.74671 0.96603 -1.62585
O 1.27664 -0.44800 -0.19991
H 0.94047 -1.96057 -1.26635
C -1.62275 1.73101 0.38504
H 0.81124 3.30151 -1.43273
C 0.66554 2.57647 -0.59462
C -0.64423 1.84393 -0.53040
H 1.41882 1.81764 -0.61965
H -1.37984 2.18033 1.34137
H 1.70014 -2.42327 0.26795
H -0.50069 -3.41143 0.42470
H -1.24008 -1.77047 -0.08608
*
```

The largest force on an atom is 9.841 eV Å⁻¹. The value obtained for the lowest unoccupied orbital energy (spin up / spin down) is 1.0111 / -2.0330 eV. The HOMO energy (spin up / spin down) comes out at -5.5 / -10.2 eV. The calculation puts the total energy at -371.9742 Eh. The calculation puts the frontier orbital gap (spin up / spin down) at 0.239 / 0.301 Ha.

Atomic partial charges in e from the Löwdin method, atoms 1 to 5: atom 1 (H): 0.046, atom 2 (H): 0.084, atom 3 (H): 0.117, atom 4 (C): -0.125, atom 5 (C): -0.326

=====

(6)
The following is a quantum chemistry calculation of an isolated molecule of C5H11FO2 in a non-equilibrium geometry, from OMol25.

```
! RIJCOSX wB97M-V def2-TZVPD def2/J DEFGRID3
* xyz 0 1
H 2.31948 -0.85461 -0.08575
C -0.35086 -0.32516 -0.19617
C 1.01677 1.73668 -0.87265
H 1.48631 2.65558 -0.46874
F 1.19443 0.74304 1.26832
H 1.54520 -1.51009 -1.54189
H 1.81157 1.11937 -1.32233
H -2.78009 -0.19994 -1.25899
H 0.35649 2.00696 -1.66842
H -0.46439 -0.34903 -1.24278
O 0.36683 -1.45256 0.18131
O -1.60859 -0.50694 0.42000
H 1.92068 -2.56322 -0.27884
C 1.61219 -1.58602 -0.45393
C -2.63770 0.15810 -0.23077
H -3.56466 -0.10268 0.30243
H -0.53099 1.64444 0.67193
H -2.56453 1.23066 -0.24126
C 0.30114 1.00161 0.23840
*
```

The largest force on an atom is 1.923 eV Å⁻¹. The value obtained for the lowest unoccupied orbital energy is 0.9485 eV. The calculation puts the relative energy (zero: lowest compared OMol25 entry of this formula, charge and spin) at 0.784 eV. The HOMO energy comes out at -9.9 eV. The calculation puts the total energy at -447.4062 Eh. The calculation puts the frontier orbital gap at 0.399 Ha.

Atomic partial charges in e from the Löwdin method, atoms 1 to 5: atom 1 (H): 0.086, atom 2 (C): -0.372, atom 3 (C): -0.029, atom 4 (H): 0.095, atom 5 (F): -0.001